Entry from the OMol25 dataset: a cluster of 15 separate species, C74H193N15O22 in total in a non-equilibrium geometry (wB97M-V/def2-TZVPD).

- Kohn-Sham gap (Eh) = 0.316
- energy relative to the best compared isomer or geometry (same formula, charge and spin) (kcal per mole) = 86.2
- molar mass (g mol⁻¹) = 1645.4

```
304
Properties=species:S:1:pos:R:3:mulliken_charge:R:1
C -8.309 1.268 -1.100 -0.226
O -8.048 0.410 -2.181 0.124
C -8.791 -0.750 -2.213 -0.150
C -8.648 -1.423 -3.555 -1.345
N -7.240 -1.854 -3.832 -0.356
C -6.595 -2.735 -2.815 0.199
C -5.134 -2.971 -3.234 -1.106
O -4.441 -1.754 -3.013 0.327
C -3.034 -1.855 -3.342 -0.226
H -7.720 0.906 -0.237 -0.101
H -9.363 1.231 -0.796 0.410
H -7.925 2.285 -1.395 -0.159
H -9.846 -0.468 -1.996 0.595
H -8.407 -1.444 -1.444 0.005
H -9.004 -0.868 -4.393 0.358
H -9.323 -2.267 -3.428 0.513
H -6.681 -1.026 -3.996 0.180
H -7.029 -3.720 -2.715 0.439
H -6.622 -2.349 -1.774 -0.332
H -5.130 -3.245 -4.296 0.300
H -4.666 -3.779 -2.691 0.492
H -2.861 -1.621 -4.375 0.519
H -2.523 -2.848 -3.075 -0.211
H -2.538 -1.071 -2.810 -0.329
C 10.995 -2.538 -2.417 -0.897
O 9.765 -2.024 -2.861 -0.124
C 9.241 -2.604 -4.082 -1.087
C 7.807 -2.075 -4.338 -0.232
N 6.959 -2.620 -3.295 0.180
C 5.536 -2.325 -3.443 -0.716
C 5.274 -0.795 -3.454 0.146
O 3.990 -0.627 -4.099 -0.345
C 3.522 0.657 -4.375 -0.564
H 11.807 -2.213 -3.088 0.299
H 10.978 -3.647 -2.407 0.354
H 11.078 -2.202 -1.432 0.234
H 9.146 -3.684 -3.960 0.431
H 9.947 -2.489 -4.885 0.560
H 7.388 -2.407 -5.281 0.399
H 7.879 -0.965 -4.356 -0.038
H 7.394 -2.445 -2.369 0.067
H 4.890 -2.758 -2.633 -0.671
H 5.258 -2.645 -4.445 0.322
H 6.082 -0.413 -3.964 0.676
H 5.228 -0.388 -2.462 0.173
H 4.238 1.087 -5.106 0.575
H 3.611 1.340 -3.524 -0.080
H 2.490 0.619 -4.815 0.226
C 1.355 -4.821 5.926 -0.858
O 0.164 -4.351 5.354 0.146
C -1.001 -4.678 6.101 -1.161
C -2.133 -3.981 5.470 0.037
N -2.304 -4.498 4.101 -0.503
C -3.312 -3.672 3.315 0.063
C -3.225 -4.196 1.855 -0.490
O -1.910 -4.146 1.388 0.129
C -1.811 -4.560 -0.005 -0.357
H 2.239 -4.322 5.484 0.046
H 1.508 -5.882 5.639 0.295
H 1.398 -4.692 7.009 0.417
H -0.959 -4.273 7.178 0.338
H -1.142 -5.709 6.041 0.551
H -1.846 -2.906 5.414 -0.133
H -3.127 -4.061 5.980 0.418
H -1.449 -4.428 3.582 0.332
H -3.065 -2.610 3.310 -0.395
H -4.241 -3.873 3.802 0.457
H -3.878 -3.623 1.184 -0.016
H -3.614 -5.296 1.882 0.340
H -2.631 -4.124 -0.654 -0.005
H -1.833 -5.661 -0.095 0.574
H -0.826 -4.361 -0.416 -0.211
C 10.526 4.443 -0.870 -0.639
O 10.355 4.033 -2.168 -0.399
C 10.253 2.674 -2.383 -0.360
C 9.174 2.539 -3.374 -0.525
N 7.963 2.937 -2.662 -0.067
C 6.810 2.852 -3.547 0.066
C 5.639 3.615 -2.957 -0.772
O 5.054 2.898 -1.860 0.078
C 3.982 3.518 -1.207 -0.611
H 9.631 4.185 -0.247 0.216
H 10.615 5.522 -0.873 0.295
H 11.369 3.962 -0.275 0.278
H 9.998 2.086 -1.466 0.141
H 11.181 2.234 -2.829 0.360
H 9.043 1.430 -3.746 -0.057
H 9.290 3.183 -4.222 0.646
H 8.047 3.904 -2.350 0.183
H 6.595 1.795 -3.691 -0.258
H 7.091 3.252 -4.570 0.405
H 4.820 3.764 -3.675 0.144
H 6.048 4.561 -2.643 0.512
H 3.725 2.886 -0.409 -0.134
H 3.227 3.496 -1.992 0.184
H 4.246 4.504 -0.893 0.524
C 5.835 -5.193 -1.638 -0.416
O 4.777 -6.161 -1.421 -0.564
C 3.467 -5.593 -1.684 -0.516
C 2.837 -4.862 -0.509 0.711
N 2.787 -5.699 0.681 -0.060
C 1.772 -5.309 1.640 -1.541
C 1.950 -3.910 2.220 2.185
O 3.187 -3.810 2.845 -0.572
C 3.459 -2.514 3.258 -0.109
H 5.738 -4.436 -0.891 -0.015
H 5.923 -4.967 -2.705 0.348
H 6.757 -5.726 -1.345 0.410
H 2.889 -6.502 -1.998 0.235
H 3.616 -4.931 -2.522 0.353
H 1.806 -4.529 -0.770 -0.393
H 3.409 -3.889 -0.428 -0.316
H 3.708 -5.796 1.084 0.392
H 1.717 -5.942 2.529 0.585
H 0.756 -5.452 1.225 0.002
H 1.085 -3.706 2.906 -0.030
H 1.893 -3.005 1.479 -0.788
H 3.709 -1.854 2.428 0.098
H 4.364 -2.563 3.938 0.400
H 2.628 -2.013 3.824 -0.108
C -1.600 -1.003 10.507 -0.856
O -2.077 -0.723 9.185 -0.256
C -1.261 0.156 8.487 -0.595
C -0.151 -0.514 7.712 0.399
N 0.454 0.529 6.942 -0.327
C 1.582 -0.018 6.157 -0.285
C 2.291 1.127 5.609 -0.820
O 3.255 0.734 4.696 -0.234
C 3.748 1.757 3.880 -0.046
H -0.540 -1.165 10.511 0.331
H -2.131 -1.820 10.913 0.255
H -1.800 -0.124 11.056 0.347
H -0.708 0.882 9.187 0.379
H -1.951 0.665 7.818 0.035
H -0.577 -1.362 7.041 -0.452
H 0.609 -0.962 8.422 0.492
H -0.268 0.863 6.313 0.469
H 1.271 -0.632 5.317 -0.037
H 2.357 -0.634 6.668 0.362
H 2.707 1.736 6.369 0.478
H 1.661 1.779 5.071 0.262
H 3.017 2.395 3.335 -0.162
H 4.617 1.416 3.322 -0.025
H 4.273 2.502 4.490 0.427
C -4.433 0.538 -0.317 1.230
O -3.031 0.391 -0.138 0.131
C -2.701 -0.690 0.740 1.021
C -1.252 -0.721 0.927 -1.280
N -0.719 0.357 1.623 1.937
C 0.608 0.312 2.118 -1.346
C 1.691 0.555 1.074 0.293
O 1.939 -0.667 0.357 0.285
C 2.609 -0.488 -0.865 1.105
H -4.933 0.451 0.617 -0.339
H -4.740 -0.182 -1.137 -0.602
H -4.457 1.519 -0.712 -0.362
H -3.020 -1.649 0.319 0.248
H -3.246 -0.429 1.680 -1.391
H -0.825 -0.919 -0.038 -0.450
H -1.106 -1.681 1.466 0.530
H -0.880 1.213 1.068 -0.688
H 0.882 -0.622 2.586 0.191
H 0.707 1.130 2.852 -0.303
H 2.594 0.851 1.546 0.568
H 1.386 1.353 0.399 -0.174
H 1.887 -0.011 -1.600 -0.972
H 2.940 -1.434 -1.253 -0.130
H 3.499 0.185 -0.746 -0.274
C -5.102 1.264 -4.458 0.373
C -5.946 2.470 -4.822 2.469
C -5.424 3.140 -6.110 -1.485
O -4.185 3.703 -5.976 -0.267
C -4.218 5.037 -5.657 -0.556
N -7.391 2.281 -4.941 -0.771
H -4.060 1.612 -4.346 -0.486
H -5.139 0.643 -5.364 0.553
H -5.587 0.706 -3.623 -0.696
H -5.876 3.230 -4.050 -1.156
H -6.201 3.812 -6.444 0.472
H -5.342 2.308 -6.767 0.479
H -3.158 5.307 -5.483 0.155
H -4.739 5.318 -4.699 0.080
H -4.613 5.630 -6.449 0.501
H -7.785 1.874 -4.080 0.070
H -7.692 1.796 -5.747 0.282
C -4.042 1.996 3.899 -1.609
C -3.119 1.568 4.946 -0.319
C -3.631 0.175 5.460 0.823
O -4.969 0.408 5.953 -0.429
C -5.543 -0.519 6.857 -0.784
N -1.722 1.431 4.633 -0.120
H -5.052 1.938 4.272 0.614
H -4.089 1.241 3.038 0.141
H -3.868 2.948 3.399 0.447
H -3.195 2.241 5.789 0.696
H -3.013 -0.321 6.205 0.082
H -3.631 -0.547 4.600 -0.610
H -5.068 -0.615 7.850 0.270
H -5.490 -1.581 6.458 0.227
H -6.572 -0.269 6.959 0.364
H -1.403 2.351 4.414 0.346
H -1.521 0.826 3.871 -0.264
C 6.702 0.759 1.134 -2.028
C 7.712 -0.018 0.293 0.497
C 7.567 -1.532 0.468 -0.421
O 7.776 -1.826 1.838 -0.470
C 7.355 -3.084 2.173 -0.355
N 7.539 0.266 -1.169 0.182
H 5.726 0.522 0.775 0.245
H 6.926 1.833 1.154 0.402
H 6.744 0.318 2.086 0.752
H 8.731 0.300 0.502 0.420
H 8.258 -2.109 -0.148 0.365
H 6.569 -1.767 0.174 0.161
H 7.607 -3.245 3.218 0.311
H 7.818 -3.906 1.578 0.287
H 6.236 -3.220 2.077 -0.043
H 7.532 1.234 -1.306 -0.221
H 8.423 -0.034 -1.573 -0.070
C 1.590 4.685 1.642 -0.960
C 0.162 5.014 1.830 0.870
C -0.293 6.090 0.887 -0.449
O -1.687 6.347 1.090 -0.191
C -2.026 7.705 0.911 -0.985
N -0.699 3.863 1.701 0.414
H 1.738 4.261 0.636 -0.019
H 1.910 3.867 2.288 -0.404
H 2.269 5.477 1.828 0.725
H 0.146 5.393 2.899 0.122
H -0.186 5.704 -0.237 -0.350
H 0.397 7.002 0.951 0.562
H -1.378 8.275 1.636 0.408
H -3.096 7.822 1.146 0.245
H -1.947 8.099 -0.110 0.346
H -0.495 3.320 0.830 -0.779
H -1.673 4.258 1.623 0.104
C -1.436 1.814 -3.756 -0.859
C -0.579 2.094 -2.504 1.011
C 0.291 3.364 -2.778 -0.285
O 1.060 3.309 -4.055 -0.395
C 1.655 4.506 -4.349 -0.900
N -1.302 2.362 -1.250 2.873
H -2.121 2.666 -3.834 0.083
H -2.124 0.946 -3.602 -0.462
H -0.819 1.745 -4.657 0.682
H 0.129 1.297 -2.392 -0.265
H 0.923 3.494 -1.889 -0.007
H -0.316 4.269 -2.815 0.296
H 2.226 4.943 -3.554 0.399
H 0.858 5.255 -4.693 0.209
H 2.317 4.373 -5.211 0.340
H -2.152 2.923 -1.401 -1.082
H -1.742 1.470 -0.953 -0.872
C -7.058 -3.874 2.386 -1.324
C -7.537 -2.396 2.309 -0.186
C -6.241 -1.503 2.522 0.766
O -6.387 -0.120 2.106 0.622
C -7.242 0.620 2.917 -1.104
N -8.157 -2.117 1.043 -0.552
H -6.276 -4.183 1.617 0.105
H -7.853 -4.566 2.213 0.468
H -6.570 -4.084 3.372 0.338
H -8.212 -2.241 3.144 0.441
H -5.420 -1.902 1.953 -0.908
H -5.902 -1.489 3.568 0.223
H -7.231 1.689 2.663 0.285
H -6.981 0.510 3.979 0.053
H -8.284 0.313 2.881 0.376
H -7.509 -2.362 0.345 0.215
H -8.381 -1.174 0.860 0.309
C 0.524 -1.804 -3.574 -0.212
C 1.407 -2.944 -4.060 2.089
C 0.601 -4.205 -4.290 -1.606
O -0.210 -4.494 -3.136 0.403
C -1.051 -5.552 -3.361 -1.106
N 2.173 -2.762 -5.331 -0.679
H 0.303 -1.961 -2.530 0.173
H -0.370 -1.804 -4.142 0.380
H 1.166 -0.925 -3.626 -0.686
H 2.088 -3.134 -3.255 -1.067
H 1.304 -5.067 -4.488 0.399
H 0.076 -4.003 -5.244 0.368
H -1.483 -5.917 -2.458 0.184
H -0.463 -6.306 -3.816 0.418
H -1.877 -5.266 -3.973 0.349
H 1.587 -2.503 -6.108 0.324
H 2.868 -2.050 -5.283 0.261
C -4.503 4.293 -0.221 -0.873
C -4.208 4.646 -1.600 2.348
C -5.219 5.686 -2.149 -1.813
O -6.409 5.102 -2.643 -0.090
C -7.522 5.934 -2.873 -1.038
N -2.851 5.097 -1.728 -0.250
H -4.186 5.188 0.417 0.289
H -3.984 3.394 0.109 -0.177
H -5.558 4.074 -0.003 0.421
H -4.318 3.795 -2.352 -1.137
H -4.809 6.225 -3.004 0.502
H -5.510 6.457 -1.430 0.593
H -7.967 6.292 -1.911 0.278
H -8.291 5.388 -3.429 0.265
H -7.217 6.809 -3.411 0.371
H -2.673 5.607 -2.604 0.388
H -2.521 5.658 -0.945 -0.217
```